# 1
22
Properties=species:S:1:pos:R:3:forces:R:3:lowdin_charge:R:1 method="wB97M-V/def2-TZVPD" smiles=CC(C)C.CC mol_weight_g_mol=88.19 homo_lumo_gap_ha=0.4157 e_tot_ha=-238.09962 fmax_ev_per_a=5.64 relative_energy_kcal_mol=60.8
C -0.828 0.305 -1.166 -1.16 -0.39 0.95 -0.108
C -0.917 -0.030 0.328 -2.66 -0.24 3.22 -0.424
C -1.906 1.027 1.018 1.71 1.09 -5.26 -0.100
C -1.553 -1.533 0.654 2.66 0.62 -0.72 -0.062
H -0.603 1.400 -1.261 -1.12 -0.75 -0.27 0.092
H -1.800 -0.181 -1.603 1.81 1.67 0.15 0.118
H 0.054 -0.119 -1.580 0.29 -0.86 -0.61 0.003
H -0.030 0.228 0.944 -0.04 -0.93 -0.90 0.091
H -1.274 1.921 0.827 -0.97 0.21 0.85 0.074
H -2.885 1.215 0.548 0.43 -0.30 -0.88 0.078
H -2.241 0.912 1.950 -0.09 -0.81 4.22 0.010
H -0.803 -2.264 1.197 -1.47 1.51 -1.15 0.090
H -2.515 -1.517 1.201 0.63 0.17 -0.44 0.058
H -1.655 -1.818 -0.408 -0.50 -0.97 0.78 0.040
C 2.418 -0.198 -1.071 -0.16 -0.14 -2.29 -0.204
C 2.552 0.406 0.287 -0.97 0.80 1.70 -0.209
H 1.757 -1.055 -0.861 -0.55 0.60 -1.20 0.055
H 2.140 0.531 -2.013 0.40 -1.97 2.60 0.131
H 3.324 -0.759 -1.370 0.00 0.69 0.12 0.064
H 3.509 0.713 0.542 2.30 0.89 -0.13 0.021
H 2.463 -0.421 1.037 -0.77 0.87 -0.33 0.086
H 1.955 1.351 0.543 0.19 -1.76 -0.43 0.096

=====

# 2
22
Properties=species:S:1:pos:R:3:forces:R:3:lowdin_charge:R:1 method="wB97M-V/def2-TZVPD" smiles=CCC.CCC mol_weight_g_mol=88.19 homo_lumo_gap_ha=0.4413 e_tot_ha=-238.13667 fmax_ev_per_a=3.86 relative_energy_kcal_mol=37.6
C -1.241 -0.121 2.227 2.60 -1.80 -2.22 -0.110
C -0.249 1.011 2.010 -2.12 1.31 1.05 -0.375
C 1.137 0.586 2.201 0.97 1.06 -3.33 -0.120
H -1.175 -0.560 3.256 0.04 0.02 -1.19 0.090
H -2.196 0.246 2.029 -1.83 0.30 -0.18 0.033
H -0.927 -0.828 1.278 -1.16 0.76 2.83 0.111
H -0.413 1.430 1.040 -0.12 0.26 -0.80 0.077
H -0.566 1.811 2.687 0.39 0.15 0.20 0.104
H 1.804 1.353 2.511 0.57 0.59 0.43 0.069
H 1.507 0.207 1.217 0.02 0.06 0.75 0.090
H 1.089 -0.193 2.836 0.63 -2.70 2.49 0.029
C 0.179 0.687 -2.316 1.16 2.29 1.60 -0.169
C -0.293 -0.637 -2.630 -2.16 -2.08 -0.56 -0.351
C 0.341 -1.526 -1.573 -1.68 -1.09 -0.26 -0.128
H 1.209 0.868 -2.588 0.78 -0.60 0.15 0.083
H -0.212 1.547 -2.743 -1.73 1.34 -1.31 0.049
H 0.101 0.909 -1.240 0.10 -0.23 -0.11 0.072
H -1.450 -0.761 -2.640 1.88 0.34 0.01 0.139
H 0.082 -0.963 -3.598 -0.23 0.03 -0.28 0.099
H 1.352 -1.124 -1.509 0.33 -1.13 0.32 0.073
H 0.119 -2.613 -1.818 1.14 1.15 0.38 0.095
H -0.198 -1.331 -0.637 0.41 -0.03 0.03 0.039

=====

# 3
22
Properties=species:S:1:pos:R:3:forces:R:3:lowdin_charge:R:1 method="wB97M-V/def2-TZVPD" smiles=CC(C)C.CC mol_weight_g_mol=88.19 homo_lumo_gap_ha=0.4465 e_tot_ha=-238.17475 fmax_ev_per_a=2.23 relative_energy_kcal_mol=13.7
C -0.238 -2.115 2.017 -0.26 0.64 1.17 -0.092
C 0.273 -1.082 1.014 -0.37 -0.35 -0.34 -0.497
C 0.872 0.156 1.698 0.35 0.20 0.65 -0.084
C 1.233 -1.694 0.026 0.60 0.34 -1.59 -0.109
H -0.983 -1.572 2.613 0.08 -0.33 0.27 0.072
H 0.559 -2.446 2.703 -0.09 0.29 -0.20 0.083
H -0.729 -3.036 1.702 0.10 0.19 -0.78 0.071
H -0.551 -0.678 0.412 -0.24 -0.39 0.24 0.103
H 1.945 0.073 1.866 0.22 -0.21 -0.22 0.073
H 0.712 1.060 1.112 0.04 -0.04 -0.22 0.066
H 0.495 0.392 2.703 -0.40 -0.36 -0.28 0.075
H 0.820 -2.361 -0.742 -0.54 -0.26 0.67 0.077
H 1.599 -0.905 -0.651 0.44 0.04 0.46 0.076
H 2.073 -2.227 0.473 0.07 0.22 0.17 0.079
C -1.110 1.326 -2.161 -1.21 -0.98 -1.60 -0.179
C -0.895 2.810 -2.008 1.36 0.22 0.58 -0.177
H -0.581 0.947 -3.036 0.68 -0.14 0.29 0.060
H -0.989 0.628 -1.327 0.34 0.58 0.12 0.041
H -2.137 1.128 -2.535 0.17 0.32 0.52 0.070
H 0.081 3.071 -1.556 -0.32 -0.41 0.07 0.064
H -1.643 3.220 -1.342 -0.27 0.48 -0.22 0.058
H -0.807 3.307 -2.982 -0.73 -0.06 0.23 0.069

=====

# 4
22
Properties=species:S:1:pos:R:3:forces:R:3:lowdin_charge:R:1 method="wB97M-V/def2-TZVPD" smiles=CCC.CCC mol_weight_g_mol=88.19 homo_lumo_gap_ha=0.4361 e_tot_ha=-238.12576 fmax_ev_per_a=4.93 relative_energy_kcal_mol=44.4
C 0.554 -0.320 1.992 -2.99 -1.27 2.68 -0.153
C 0.655 -1.506 1.031 -0.06 -0.31 -1.98 -0.366
C 0.267 -2.923 1.522 -1.38 0.02 1.53 -0.159
H 0.879 -0.570 3.036 -0.13 -0.24 -0.71 0.072
H -0.569 -0.012 2.163 2.02 -0.44 -0.50 0.107
H 1.111 0.555 1.808 0.61 0.93 -1.06 0.032
H -0.157 -1.315 0.213 2.27 -0.08 0.73 0.099
H 1.749 -1.557 0.713 -1.52 0.19 -0.44 0.113
H 0.828 -3.110 2.460 0.08 -0.42 -0.63 0.052
H -0.801 -2.751 1.967 1.45 -1.00 -1.16 0.090
H 0.357 -3.854 0.775 -0.31 2.49 1.60 0.110
C -0.552 0.961 -2.701 -0.66 1.63 -0.57 -0.148
C -0.251 0.998 -1.187 -3.53 3.20 -1.25 -0.292
C -0.375 2.544 -0.792 -1.24 -2.03 2.09 -0.114
H 0.172 1.505 -3.381 -0.65 -0.60 0.91 0.086
H -1.598 1.415 -2.895 1.65 -0.29 0.47 0.100
H -0.699 -0.021 -3.052 0.29 -1.41 -0.55 0.031
H -1.191 0.516 -0.799 1.64 -0.17 0.53 0.106
H 0.710 0.742 -0.850 0.88 -1.35 0.22 0.066
H -1.435 2.851 -0.488 1.58 -0.31 -0.60 0.097
H 0.322 2.736 0.018 -0.30 0.08 0.62 0.048
H 0.026 3.114 -1.554 0.31 1.39 -1.93 0.022

=====

# 5
22
Properties=species:S:1:pos:R:3:forces:R:3:lowdin_charge:R:1 method="wB97M-V/def2-TZVPD" smiles=CCC.CCC mol_weight_g_mol=88.19 homo_lumo_gap_ha=0.4277 e_tot_ha=-238.10941 fmax_ev_per_a=6.44 relative_energy_kcal_mol=54.7
C -1.542 1.527 -0.125 1.91 -1.29 -0.73 -0.172
C -1.830 1.808 1.341 -1.85 0.74 -0.90 -0.330
C -0.457 1.998 2.039 -2.03 -2.83 3.21 -0.121
H -1.287 0.418 -0.069 -0.23 1.19 -1.09 0.073
H -0.604 2.052 -0.516 -1.20 -0.55 0.66 0.084
H -2.318 1.760 -0.858 -0.21 -0.40 0.32 0.060
H -2.602 2.674 1.315 1.65 -0.94 0.83 0.115
H -2.456 0.896 1.688 1.26 1.61 -0.01 0.116
H -0.337 2.856 2.649 -0.30 1.11 0.47 0.042
H -0.402 1.120 2.828 0.23 1.59 -1.41 0.106
H 0.421 1.925 1.469 0.79 -0.24 -1.36 0.032
C 0.198 -2.542 -0.942 1.86 -1.05 0.50 -0.128
C 1.682 -2.034 -0.694 -3.78 5.21 0.19 -0.224
C 1.986 -0.721 -1.591 -1.84 -2.61 1.40 -0.087
H 0.095 -3.277 -0.163 -0.71 -0.21 0.68 0.052
H 0.112 -3.166 -1.806 0.29 -0.21 -1.07 0.052
H -0.659 -1.902 -0.984 -0.05 0.97 0.39 0.044
H 1.610 -1.471 0.302 0.82 -2.11 -0.63 0.111
H 2.277 -2.848 -0.893 1.88 -1.52 0.36 0.057
H 2.848 -0.810 -2.177 0.69 -0.09 -1.54 0.042
H 0.993 -0.559 -1.968 0.10 0.28 -1.70 0.049
H 2.081 0.121 -0.987 0.71 1.36 1.43 0.024

=====

# 6
22
Properties=species:S:1:pos:R:3:forces:R:3:lowdin_charge:R:1 method="wB97M-V/def2-TZVPD" smiles=CC(C)C.CC mol_weight_g_mol=88.19 homo_lumo_gap_ha=0.4501 e_tot_ha=-238.18115 fmax_ev_per_a=1.48 relative_energy_kcal_mol=9.7
C -0.198 -0.571 -0.227 0.66 1.05 0.81 -0.106
C -1.679 -0.526 -0.502 -1.15 -0.24 -0.17 -0.484
C -2.045 -0.149 -1.943 0.03 0.21 0.57 -0.096
C -2.392 -1.852 -0.100 0.40 -0.03 -0.99 -0.076
H 0.364 -1.301 -0.803 -0.16 -0.31 -0.06 0.083
H -0.026 -0.719 0.845 -0.04 -0.52 -0.12 0.071
H 0.310 0.395 -0.375 -0.35 -0.10 -0.40 0.069
H -2.156 0.246 0.100 0.32 0.21 0.27 0.119
H -1.706 0.864 -2.171 0.11 -0.06 -0.10 0.072
H -1.597 -0.846 -2.646 -0.13 -0.10 -0.25 0.076
H -3.138 -0.147 -2.008 0.20 -0.12 -0.34 0.076
H -3.023 -1.765 0.780 0.17 -0.05 0.12 0.069
H -3.012 -2.212 -0.931 -0.13 0.19 0.19 0.067
H -1.648 -2.637 0.009 0.04 -0.15 0.45 0.066
C 2.793 0.689 1.510 -0.03 -0.36 -0.72 -0.174
C 2.718 2.149 1.067 -0.33 -0.08 -0.37 -0.166
H 1.833 0.273 1.816 0.06 0.32 0.61 0.042
H 3.011 0.070 0.637 0.22 0.05 -0.11 0.061
H 3.584 0.477 2.223 -0.11 0.08 0.27 0.060
H 3.436 2.334 0.266 0.24 0.19 0.32 0.062
H 1.756 2.333 0.595 -0.23 0.03 0.00 0.048
H 2.813 2.896 1.858 0.20 -0.21 0.02 0.062

=====

# 7
24
Properties=species:S:1:pos:R:3:forces:R:3:lowdin_charge:R:1 method="wB97M-V/def2-TZVPD" mol_weight_g_mol=113.01 homo_lumo_gap_ha="0.2737 / 0.2991" e_tot_ha=-317.68214 fmax_ev_per_a=2.55 relative_energy_kcal_mol=74.4
B 0.021 0.014 -0.374 -0.53 0.15 -1.67 0.111
C -2.363 0.635 -0.360 0.21 -0.19 -0.18 -0.082
C -0.863 1.869 1.256 0.28 -0.25 -0.13 -0.084
C 1.352 -2.247 -0.260 -0.32 0.15 -0.12 -0.090
C 2.158 -0.221 0.981 -0.28 0.23 -0.10 -0.065
C -0.941 1.196 -0.124 -0.14 0.20 -0.01 -0.375
C 0.912 -0.955 0.444 0.21 -0.39 -0.28 -0.364
N -0.488 -0.298 -3.068 0.18 0.17 2.54 -0.045
H -3.095 1.435 -0.283 -0.04 0.09 0.07 0.083
H -2.601 -0.123 0.384 -0.12 -0.09 0.10 0.081
H -2.417 0.191 -1.350 -0.08 -0.06 -0.10 0.052
H -1.651 2.615 1.350 -0.03 0.02 0.01 0.079
H -0.992 1.138 2.053 -0.02 -0.01 0.13 0.082
H 0.096 2.366 1.395 0.02 0.05 0.10 0.071
H 0.486 -2.796 -0.626 0.04 -0.07 -0.08 0.079
H 1.900 -2.886 0.428 0.06 -0.05 0.10 0.076
H 1.997 -2.019 -1.107 -0.01 0.01 -0.06 0.081
H 2.707 -0.872 1.659 0.00 -0.04 0.02 0.085
H 2.818 0.050 0.160 0.09 0.04 -0.05 0.087
H 1.883 0.684 1.515 0.09 0.12 0.11 0.067
H -0.801 1.978 -0.879 0.17 -0.24 -0.12 0.132
H 0.316 -1.253 1.321 -0.17 0.19 -0.07 0.143
H 0.189 0.415 -3.336 0.19 -0.08 -0.07 -0.100
H -0.001 -1.189 -3.160 0.17 0.04 -0.14 -0.104

=====

# 8
39
Properties=species:S:1:pos:R:3:forces:R:3:lowdin_charge:R:1 method="wB97M-V/def2-TZVPD" total_charge=+2 mol_weight_g_mol=409.23 homo_lumo_gap_ha=0.0316 e_tot_ha=-2612.14037 fmax_ev_per_a=8.09
C -1.903 2.736 0.367 -0.89 -0.54 -0.69 -0.229
C -2.668 1.345 0.883 0.65 1.48 -0.05 -0.529
S -2.535 -0.050 -0.362 0.96 -0.23 1.15 0.744
C -0.908 -0.971 0.035 -0.29 -0.89 -0.04 -0.646
P 0.632 -0.005 -0.664 -0.57 1.53 0.58 0.655
N 1.798 0.358 0.662 0.07 -7.91 1.67 -0.242
C 2.071 -0.910 1.192 3.11 2.80 0.96 -0.681
S 2.939 -2.129 2.057 -3.64 4.21 -3.24 0.749
P 1.576 -1.308 -2.193 -2.67 -7.14 0.57 0.538
O 0.820 -2.717 -2.271 2.20 4.74 0.21 -0.500
H -0.970 3.013 1.023 -1.94 -0.39 -1.40 -0.133
H -2.711 3.588 0.450 2.30 -2.07 0.75 0.029
H -1.532 2.603 -0.744 -0.86 0.33 2.17 0.090
H -3.818 1.587 0.999 2.41 -0.80 -0.05 0.104
H -2.159 1.062 1.898 -1.08 0.56 -1.74 -0.007
H -0.824 -1.151 1.192 0.16 0.29 -2.31 0.047
H -1.002 -1.997 -0.546 0.23 1.98 1.23 0.075
H 2.982 -1.526 -1.954 -0.44 0.86 -0.42 0.034
H 1.313 -0.663 -3.481 0.61 0.13 0.55 -0.064
N -2.413 -0.607 3.832 -0.03 -0.17 0.09 0.323
H -1.502 -0.137 3.879 -0.07 0.05 0.05 0.124
H -2.378 -1.476 4.378 -0.04 0.07 0.00 0.171
H -3.137 0.010 4.217 0.09 -0.09 -0.01 0.169
H -2.635 -0.827 2.854 -0.07 -0.01 0.12 0.123
O 4.827 -4.695 -0.057 0.40 -1.62 -1.28 -0.046
H 4.394 -4.299 0.677 -0.77 0.51 1.41 -0.104
Li 1.605 1.151 -3.455 -0.08 0.61 -0.13 0.789
C 4.079 -8.497 0.339 1.60 -3.49 -1.59 -0.716
O 3.688 -7.377 0.746 -1.29 1.00 2.10 0.210
O 4.810 -8.369 -0.760 -0.33 0.54 0.41 0.186
O 3.897 -9.652 0.785 -0.69 2.58 0.49 0.226
H 4.701 -7.396 -0.746 1.06 0.51 -1.58 0.115
Na -3.471 4.629 -0.788 -0.30 1.78 -1.56 0.772
C -2.037 8.117 -3.176 -0.98 0.50 1.32 -0.885
O -2.429 9.237 -2.768 -0.60 -0.70 1.04 -0.025
O -1.306 8.245 -4.274 1.00 0.21 -1.45 0.067
O -2.220 6.962 -2.730 -0.39 -1.12 0.83 -0.099
H -1.416 9.218 -4.261 0.70 0.03 -1.06 0.111
Be -0.159 2.900 2.764 0.46 -0.13 0.87 0.454

=====

# 9
28
Properties=species:S:1:pos:R:3:forces:R:3:lowdin_charge:R:1 method="wB97M-V/def2-TZVPD" total_charge=+2 mol_weight_g_mol=304.03 homo_lumo_gap_ha="0.3136 / 0.1593" e_tot_ha=-5604.43600 fmax_ev_per_a=4.41 relative_energy_kcal_mol=77.8
C 0.674 -1.048 0.102 0.44 1.63 -4.08 -0.233
C -3.308 -0.583 2.316 2.88 -0.03 1.43 -0.134
C -2.482 0.565 1.871 0.98 1.80 -0.21 -0.283
C -2.220 0.528 0.322 -1.21 1.68 0.07 -0.357
C 1.389 0.289 -2.026 -2.42 0.75 -1.73 -0.144
C 2.236 1.556 -1.868 -1.71 -2.71 2.74 -0.119
N -1.649 -0.702 -0.075 0.84 0.02 0.09 -0.540
N 1.006 -0.439 -0.836 0.67 0.69 0.79 0.184
N 0.477 -1.996 0.915 -0.02 -0.71 2.78 0.222
N 3.591 1.047 -1.503 1.56 1.15 1.23 0.147
Br -2.709 -2.099 -0.563 -0.20 0.46 -0.14 0.856
Br 3.947 -2.068 0.035 0.14 -0.05 0.03 0.346
H -4.083 -0.613 1.654 -2.69 -0.60 -1.16 0.033
H -2.670 -1.511 2.203 -1.07 0.75 0.70 0.065
H -3.541 -0.286 3.333 -0.61 -1.03 0.24 0.099
H -1.518 0.610 2.480 -0.95 0.10 -1.00 0.124
H -2.986 1.584 1.968 0.50 -1.36 0.29 0.141
H -3.247 0.701 -0.221 1.97 0.12 0.94 0.148
H -1.482 1.444 0.310 -1.09 -1.83 -1.18 0.140
H 0.462 0.730 -2.571 0.97 -1.32 1.15 0.183
H 1.817 -0.444 -2.717 0.05 0.15 0.03 0.142
H 1.711 2.095 -1.023 1.38 -0.11 -0.78 0.168
H 2.159 2.097 -2.762 0.61 0.84 -1.21 0.126
H 1.169 -2.044 1.682 -0.54 -0.45 -0.39 0.153
H -0.519 -2.027 1.160 0.26 -0.41 0.27 0.098
H 4.190 1.935 -1.261 -0.60 -2.59 -0.33 0.236
H 4.042 0.391 -2.174 -0.11 1.37 -0.64 0.170
H 3.546 0.288 -0.748 -0.06 1.71 0.05 0.031

=====

# 10
28
Properties=species:S:1:pos:R:3:forces:R:3:lowdin_charge:R:1 method="wB97M-V/def2-TZVPD" mol_weight_g_mol=297.83 homo_lumo_gap_ha=0.2052 e_tot_ha=-4996.95000 fmax_ev_per_a=1.07 relative_energy_kcal_mol=0.0
C 1.805 0.861 0.956 -0.10 0.35 -0.02 -0.088
O 1.116 0.809 -0.295 0.94 0.47 -0.18 -0.238
C 1.135 -0.479 -0.939 0.04 -0.43 -0.31 -0.228
C 0.908 -1.666 -0.022 -0.12 0.02 0.24 -0.197
C -0.368 -1.548 0.829 -0.37 -0.34 -0.15 -0.291
C -1.559 -0.940 0.077 0.33 0.25 0.00 -0.303
Ga -3.299 -1.503 0.857 0.09 -0.27 0.29 0.101
Br -3.482 -0.651 3.097 0.06 0.02 -0.17 0.061
O -4.668 -0.594 -0.194 0.25 0.03 0.25 -0.150
C -4.577 0.663 -0.097 -0.31 -0.46 -0.09 -0.594
N -4.522 1.816 -0.006 0.14 0.56 -0.10 0.083
H 2.202 1.876 1.075 -0.08 0.01 0.04 0.076
H 1.106 0.698 1.774 0.12 -0.19 0.05 0.098
H 2.652 0.174 0.999 -0.11 -0.13 0.03 0.097
H 0.340 -0.446 -1.683 -0.05 0.18 0.10 0.114
H 2.077 -0.620 -1.493 0.11 0.17 0.16 0.114
H 0.817 -2.548 -0.664 0.00 0.12 -0.13 0.122
H 1.787 -1.861 0.600 -0.02 0.06 0.02 0.102
H -0.652 -2.561 1.137 0.23 -0.01 0.10 0.094
H -0.178 -1.012 1.761 -0.05 0.07 -0.05 0.088
H -1.527 -1.279 -0.966 -0.18 -0.07 0.01 0.055
H -1.467 0.149 0.053 -0.11 0.01 -0.05 0.056
H -3.537 -3.059 0.930 -0.18 0.06 -0.16 -0.060
N 2.805 2.797 -1.551 0.12 0.17 -0.07 0.324
H 2.231 2.079 -1.061 -0.71 -0.67 0.20 0.093
H 3.013 3.562 -0.910 -0.01 0.01 -0.03 0.154
H 3.674 2.376 -1.878 -0.01 0.02 -0.01 0.156
H 2.274 3.153 -2.347 -0.02 -0.01 0.02 0.160